Formula: C30H50ClIrNOP
Source: OMol25
Level of theory: ωB97M-V/def2-TZVPD

Values from the calculation:
E_HOMO (spin up / spin down) = -1.3472 / -4.6312 eV
total charge = -1
multiplicity = 6
LUMO level (spin up / spin down) = 0.0944 / 0.0897 Eh
expectation value of S² = 8.78
F_max = 0.094 hartree/bohr
molar mass = 699.380 g mol⁻¹
total energy = -2208.71842 a.u.

Positions of all 85 atoms, in Å:
Ir: -0.102 -0.091 0.216
P: -1.386 1.738 0.032
Cl: -2.072 -1.250 0.657
C: 0.190 0.603 -1.754
H: 0.430 1.505 -2.480
H: -0.381 -0.042 -2.483
C: -2.212 1.727 1.726
C: -2.707 1.452 -1.291
C: -2.994 2.945 2.201
H: -2.916 0.887 1.625
C: -3.739 2.569 3.488
H: -2.301 3.774 2.403
H: -3.715 3.291 1.444
C: -2.829 1.974 4.572
H: -4.241 3.461 3.874
H: -4.526 1.845 3.236
C: -1.874 0.895 4.053
H: -2.236 2.784 5.019
H: -3.445 1.558 5.377
C: -1.164 1.321 2.767
H: -1.122 0.656 4.812
H: -2.427 -0.034 3.851
H: -0.496 2.175 2.959
H: -0.538 0.477 2.398
C: -0.820 3.537 -0.276
C: -2.328 2.049 -2.651
H: -2.728 0.352 -1.381
C: -3.277 1.538 -3.729
H: -2.381 3.146 -2.627
H: -1.300 1.803 -2.925
C: -4.739 1.845 -3.388
H: -3.005 1.989 -4.691
H: -3.144 0.452 -3.835
C: -5.135 1.484 -1.948
H: -4.930 2.914 -3.557
H: -5.390 1.299 -4.081
C: -4.111 1.894 -0.885
H: -6.099 1.942 -1.701
H: -5.280 0.397 -1.882
H: -4.135 2.986 -0.757
H: -4.390 1.454 0.082
C: 0.086 4.112 0.822
H: -0.238 3.413 -1.207
C: 0.680 5.459 0.409
H: -0.491 4.229 1.753
H: 0.922 3.446 1.054
C: -0.386 6.480 0.008
H: 1.276 5.848 1.243
H: 1.371 5.298 -0.430
C: -1.426 5.898 -0.955
H: -0.891 6.845 0.912
H: 0.095 7.348 -0.457
C: -1.961 4.533 -0.518
H: -2.273 6.586 -1.050
H: -0.981 5.799 -1.954
H: -2.537 4.644 0.411
H: -2.672 4.181 -1.273
C: 1.654 1.021 0.442
C: 1.922 1.415 -1.015
H: 1.348 1.902 1.032
C: 3.114 0.827 -1.693
H: 1.516 2.402 -1.293
C: 3.691 -0.457 -1.017
H: 2.800 0.573 -2.712
H: 3.965 1.540 -1.799
C: 4.005 -0.151 0.422
H: 2.975 -1.277 -1.110
H: 4.585 -0.820 -1.553
C: 2.785 0.366 1.243
H: 4.470 -0.996 0.945
H: 4.742 0.658 0.416
H: 2.382 -0.436 1.889
H: 3.146 1.113 1.968
O: 0.850 -1.813 0.633
N: 0.379 -3.008 0.123
C: 0.478 -3.297 -1.202
C: 0.020 -4.526 -1.677
C: -0.518 -5.457 -0.790
C: -0.519 -5.176 0.581
C: 0.000 -3.959 1.022
H: 0.890 -2.529 -1.859
H: 0.042 -4.707 -2.755
H: -0.941 -6.400 -1.150
H: -0.955 -5.843 1.322
H: 0.052 -3.672 2.069